(1)
Here is 2 unconnected molecules or ions with the total composition C5H14 in a non-equilibrium geometry from OMol25. Energies are from ωB97M-V/def2-TZVPD.

```
19
Properties=species:S:1:pos:R:3
C 0.61 1.34 -2.10
C 0.46 2.54 -1.16
H 0.17 1.59 -3.08
H 1.66 1.14 -2.33
H -0.01 0.50 -1.72
H 0.64 2.15 -0.15
H -0.61 2.79 -1.29
H 1.06 3.40 -1.46
C -0.86 -1.64 0.88
C -0.82 -0.35 1.75
C 0.49 -2.29 0.74
H -1.66 -2.24 1.36
H -1.46 -1.40 -0.04
H -0.89 -0.62 2.82
H 0.80 -2.39 1.80
H -1.54 0.39 1.44
H 0.22 -0.01 1.77
H 0.47 -3.32 0.36
H 1.26 -1.59 0.39
```

Summary:
charge: 0
E_tot: -5411.292 eV
orbital gap: 12.014 eV
energy relative to the best compared isomer or geometry (same formula, charge and spin): 73.1 kJ/mol
HOMO energy: -0.4004 Ha

***

(2)
Here is a gas-phase ion, C4H9N4O (charge +1) in a non-equilibrium geometry from OMol25. Energies are from ωB97M-V/def2-TZVPD.

```
18
Properties=species:S:1:pos:R:3
C 0.73 -0.02 -1.17
C -0.62 -0.70 2.09
C -0.02 -0.01 0.99
C -1.70 0.62 -0.70
N 1.88 -0.18 -0.53
N -0.34 0.15 -0.36
N 0.78 0.08 -2.47
N 1.67 -0.12 0.88
O -0.50 0.73 2.01
H -1.64 -1.20 2.04
H -0.01 -1.44 2.84
H -2.43 -0.22 -0.75
H -1.97 1.34 -0.08
H -1.71 1.03 -1.67
H 1.71 -0.22 -2.83
H -0.08 0.24 -3.04
H 2.18 0.74 1.21
H 2.07 -0.82 1.55
```

Summary:
charge: +1
E_tot: -12292.006 eV
orbital gap: 10.536 eV
energy relative to the best compared isomer or geometry (same formula, charge and spin): 348.9 kJ/mol
HOMO energy: -0.4928 Ha

***

(3)
Here is a molecular structure, C25H14AuBr2N3O3S3 from OMol25. Energies are from ωB97M-V/def2-TZVPD.

```
51
Properties=species:S:1:pos:R:3
Au -0.43 -0.33 0.90
S -1.52 0.32 5.21
C 0.12 -0.15 5.21
C 0.59 -0.39 3.95
C -0.40 -0.18 2.94
C -1.59 0.20 3.49
C -2.79 0.43 2.68
C -3.94 1.08 3.11
C -4.98 1.25 2.22
C -4.88 0.76 0.93
C -3.70 0.12 0.57
N -2.69 -0.03 1.42
H 0.66 -0.23 6.14
H 1.61 -0.70 3.75
H -3.99 1.47 4.12
H -5.88 1.78 2.53
H -5.68 0.86 0.22
H -3.55 -0.29 -0.42
Br 2.18 -5.15 0.86
C 2.96 -3.47 0.70
C 4.34 -3.35 0.63
C 4.92 -2.11 0.56
Br 6.79 -2.02 0.47
C 4.15 -0.89 0.57
C 4.71 0.39 0.59
C 3.89 1.49 0.64
C 2.51 1.29 0.63
N 1.96 0.10 0.62
C 2.74 -0.99 0.60
C 2.08 -2.32 0.64
O 0.86 -2.45 0.60
H 4.95 -4.24 0.63
H 5.79 0.50 0.57
H 4.30 2.49 0.67
H 1.81 2.13 0.63
O 0.29 -1.96 -2.85
S -0.93 -1.23 -2.61
O -2.16 -1.95 -2.48
N -0.75 -0.22 -1.30
C -0.87 1.07 -1.63
S -0.82 2.28 -0.47
C -1.06 1.29 -3.08
C -1.18 2.49 -3.77
C -1.33 2.44 -5.15
C -1.37 1.23 -5.83
C -1.26 0.03 -5.14
C -1.11 0.09 -3.77
H -1.14 3.42 -3.22
H -1.42 3.37 -5.70
H -1.48 1.22 -6.90
H -1.30 -0.93 -5.66
```

Summary:
charge: 0
expectation value of S²: 2.045
multiplicity: 3
E_tot: -213045.985 eV
orbital gap (alpha / beta): 6.436 / 5.114 eV
energy relative to the best compared isomer or geometry (same formula, charge and spin): 0.0 kJ/mol
HOMO energy (alpha / beta): -0.2617 / -0.2860 Ha

***

(4)
Here is a single C6H11N3O molecule in a non-equilibrium geometry from OMol25. Energies are from ωB97M-V/def2-TZVPD.

```
21
Properties=species:S:1:pos:R:3
C -2.32 1.17 -0.04
C -3.02 -0.37 -0.01
C 1.01 0.53 -1.36
C 2.09 0.73 0.92
C 1.02 -1.43 0.21
C 0.95 0.09 0.10
N -1.14 1.19 0.26
N -2.09 -1.16 0.30
N -0.28 0.47 0.73
O -4.18 -0.27 -0.31
H -2.97 2.00 -0.22
H 0.18 0.11 -1.92
H 0.97 1.62 -1.44
H 1.94 0.20 -1.81
H 2.08 1.81 0.81
H 3.05 0.35 0.58
H 1.96 0.48 1.97
H 0.96 -1.74 1.25
H 0.18 -1.87 -0.33
H 1.95 -1.79 -0.22
H -2.33 -2.11 0.53
```

Summary:
charge: 0
E_tot: -12914.641 eV
orbital gap (alpha / beta): 8.184 / 8.185 eV
energy relative to the best compared isomer or geometry (same formula, charge and spin): 424.9 kJ/mol
HOMO energy (alpha / beta): -0.3293 / -0.3293 Ha

***

(5)
Here is a molecular structure, CrN5O15 in a non-equilibrium geometry from OMol25. Energies are from ωB97M-V/def2-TZVPD.

```
21
Properties=species:S:1:pos:R:3
Cr 0.42 0.54 -0.06
N 1.27 2.30 -1.92
O 1.43 1.03 -1.94
O 0.77 2.54 -0.79
O 1.60 3.07 -2.79
N -1.30 -1.04 2.47
O -0.86 -0.92 3.62
O -0.75 -0.35 1.55
O -2.20 -1.81 2.16
N 2.65 0.56 1.39
O 2.27 -0.31 0.54
O 1.72 1.37 1.56
O 3.71 0.60 1.98
N -2.65 0.72 -1.27
O -1.45 0.99 -0.96
O -3.09 -0.41 -1.05
O -3.33 1.60 -1.80
N -0.06 -2.65 -0.65
O 0.98 -3.30 -0.53
O 0.04 -1.38 -0.80
O -1.17 -3.17 -0.70
```

Summary:
charge: -2
expectation value of S²: 3.784
multiplicity: 4
E_tot: -66569.900 eV
orbital gap (alpha / beta): 7.110 / 8.234 eV
energy relative to the best compared isomer or geometry (same formula, charge and spin): 123.6 kJ/mol
HOMO energy (alpha / beta): -0.1219 / -0.1204 Ha

***

(6)
Here is a gas-phase ion, C7H9N2 (charge +1) in a non-equilibrium geometry from OMol25. Energies are from ωB97M-V/def2-TZVPD.

```
18
Properties=species:S:1:pos:R:3
C -1.77 0.87 -0.58
C -0.48 0.92 -0.46
C -1.64 -1.59 0.21
C 1.69 -0.51 0.14
C -2.49 -0.35 -0.02
C 0.33 -0.21 0.29
C 3.05 -0.10 -0.09
N 0.63 -2.36 0.28
N -0.33 -1.47 0.17
H -2.30 1.72 -1.05
H 0.08 1.76 -0.89
H -2.11 -2.57 0.46
H -3.14 -0.10 0.89
H -3.29 -0.73 -0.65
H 0.37 0.16 1.32
H 2.89 1.04 -0.07
H 3.36 -0.65 -0.97
H 3.90 -0.47 0.68
```

Summary:
charge: +1
E_tot: -10369.335 eV
orbital gap (alpha / beta): 6.531 / 6.491 eV
energy relative to the best compared isomer or geometry (same formula, charge and spin): 886.5 kJ/mol
HOMO energy (alpha / beta): -0.4631 / -0.4626 Ha

***

(7)
Here is 8 unconnected molecules or ions with the total composition C30H54O26P2 in a non-equilibrium geometry from OMol25. Energies are from ωB97M-V/def2-TZVPD.

```
112
Properties=species:S:1:pos:R:3
C 19.50 3.91 29.50
C 20.82 3.40 29.15
O 21.16 4.13 27.91
C 20.29 5.15 27.73
O 20.34 5.81 26.67
O 19.37 5.14 28.70
H 19.33 4.18 30.54
H 18.76 3.13 29.30
H 20.79 2.32 28.98
H 21.58 3.53 29.92
C 17.00 3.33 16.71
C 17.30 2.24 15.66
O 16.03 1.55 15.48
C 15.13 2.09 16.20
O 13.99 1.56 16.31
O 15.62 2.99 17.00
H 17.16 4.32 16.29
H 17.61 3.17 17.60
H 18.05 1.51 15.97
H 17.63 2.57 14.68
C 18.60 -5.19 28.25
C 19.51 -6.14 28.91
O 20.68 -5.39 29.24
C 20.21 -4.22 29.37
O 20.95 -3.35 29.78
O 18.98 -4.06 29.03
H 17.55 -5.30 28.52
H 18.73 -5.06 27.18
H 19.87 -6.79 28.12
H 19.13 -6.64 29.80
C 17.43 -2.75 20.91
C 17.32 -2.18 19.45
O 15.90 -1.95 19.49
C 15.29 -2.25 20.63
O 14.07 -2.32 20.79
O 16.20 -2.56 21.59
H 18.23 -2.16 21.37
H 17.78 -3.78 20.94
H 17.80 -2.93 18.82
H 17.96 -1.30 19.46
C 10.42 1.15 22.64
C 11.43 0.66 23.67
O 11.20 1.59 24.73
C 9.91 1.99 24.61
O 9.11 2.36 25.49
O 9.37 1.77 23.45
H 10.02 0.32 22.05
H 10.84 1.85 21.92
H 12.48 0.53 23.42
H 11.20 -0.26 24.20
C 23.09 7.42 15.67
C 24.44 6.67 15.27
O 24.00 5.36 15.28
C 22.60 5.31 15.08
O 21.96 4.25 14.86
O 22.09 6.54 15.13
H 23.19 8.41 15.23
H 22.87 7.53 16.74
H 25.34 6.68 15.89
H 24.58 7.06 14.26
C 18.93 0.72 25.16
C 19.93 1.32 24.10
O 19.42 2.57 23.70
P 19.65 3.09 22.14
O 19.62 1.99 21.10
O 18.38 4.07 22.06
C 17.08 3.44 21.89
C 16.51 3.65 23.29
O 20.80 4.23 22.18
C 22.21 3.92 22.19
C 22.69 3.27 20.88
H 19.22 -0.25 25.57
H 18.76 1.41 25.99
H 17.94 0.60 24.72
H 20.86 1.53 24.62
H 19.98 0.57 23.31
H 16.53 4.08 21.20
H 17.20 2.48 21.39
H 16.67 4.63 23.74
H 15.45 3.41 23.17
H 17.04 2.99 23.97
H 22.80 4.82 22.32
H 22.40 3.45 23.16
H 23.74 3.45 20.62
H 22.28 2.27 20.76
H 22.37 3.82 19.99
C 20.82 11.17 29.62
C 22.35 10.99 29.80
O 22.69 9.60 29.87
P 24.22 9.08 30.00
O 25.20 10.08 30.44
O 24.10 7.63 30.87
C 23.80 7.72 32.24
C 23.54 6.24 32.69
O 24.39 8.57 28.47
C 25.66 8.04 28.02
C 25.31 6.80 27.26
H 20.73 12.24 29.47
H 20.48 10.50 28.83
H 20.36 10.93 30.58
H 22.94 11.41 28.98
H 22.75 11.55 30.65
H 24.75 8.12 32.60
H 22.91 8.34 32.39
H 24.44 5.65 32.53
H 23.52 6.25 33.78
H 22.67 5.75 32.24
H 26.25 8.66 27.35
H 26.35 7.89 28.85
H 24.56 6.24 27.83
H 24.83 7.17 26.35
H 26.12 6.09 27.13
```

Summary:
charge: 0
E_tot: -103797.968 eV
orbital gap: 10.277 eV
energy relative to the best compared isomer or geometry (same formula, charge and spin): 0.0 kJ/mol
HOMO energy: -0.3757 Ha

***

(8)
Here is a single C3H3Cl2F molecule in a non-equilibrium geometry from OMol25. Energies are from ωB97M-V/def2-TZVPD.

```
9
Properties=species:S:1:pos:R:3
C 0.39 0.17 1.14
C 0.16 0.22 -0.38
C -0.72 -0.41 -1.17
H 0.15 1.16 1.61
H 1.40 0.05 1.30
H -0.17 -0.63 1.65
F 1.09 1.06 -0.88
Cl -1.71 -1.48 -0.43
Cl -0.59 -0.14 -2.83
```

Summary:
charge: 0
E_tot: -30920.936 eV
orbital gap: 9.824 eV
energy relative to the best compared isomer or geometry (same formula, charge and spin): 36.5 kJ/mol
HOMO energy: -0.3336 Ha

***

(9)
Here is 12 unconnected molecules or ions with the total composition C56H118Cl8N2O21P2 in a non-equilibrium geometry from OMol25. Energies are from ωB97M-V/def2-TZVPD.

```
207
Properties=species:S:1:pos:R:3
C -2.29 -5.84 1.20
C -2.68 -4.38 1.06
C -1.45 -3.44 1.27
C -1.20 -3.16 2.80
N -0.28 -1.92 3.21
C -0.23 -1.68 4.72
C 0.92 -2.59 5.28
C 1.73 -3.01 4.02
C 1.19 -2.10 2.92
C -0.92 -0.75 2.55
H -1.53 -6.15 0.49
H -3.18 -6.47 1.16
H -1.80 -6.01 2.17
H -3.46 -4.15 1.78
H -3.11 -4.10 0.10
H -1.68 -2.55 0.68
H -0.52 -3.79 0.84
H -0.83 -4.03 3.34
H -2.16 -2.86 3.23
H 0.03 -0.63 4.89
H -1.22 -1.94 5.10
H 1.43 -2.03 6.06
H 0.49 -3.48 5.72
H 2.80 -2.86 4.15
H 1.56 -4.08 3.87
H 1.77 -1.18 2.95
H 1.36 -2.44 1.90
H -0.82 -0.84 1.47
H -0.40 0.16 2.83
H -1.98 -0.67 2.82
C -3.73 -0.15 -6.82
C -4.81 0.95 -6.97
C -4.37 2.26 -6.32
C -4.17 2.19 -4.82
N -3.78 3.54 -4.17
C -3.93 3.34 -2.61
C -4.06 4.79 -2.09
C -5.16 5.34 -3.01
C -4.75 4.72 -4.43
C -2.32 3.99 -4.52
H -3.88 -1.12 -7.31
H -3.50 -0.33 -5.77
H -2.81 0.29 -7.21
H -5.75 0.67 -6.50
H -5.00 1.13 -8.03
H -5.14 3.01 -6.49
H -3.48 2.62 -6.84
H -3.39 1.48 -4.55
H -5.08 1.83 -4.34
H -3.04 2.78 -2.31
H -4.78 2.70 -2.36
H -3.13 5.35 -2.15
H -4.44 4.80 -1.07
H -5.20 6.42 -3.16
H -6.17 5.00 -2.78
H -4.27 5.53 -4.98
H -5.58 4.34 -5.02
H -2.29 4.47 -5.50
H -1.74 3.07 -4.59
H -1.92 4.67 -3.78
C 0.07 -0.39 -2.19
C -0.34 0.90 -2.75
C -0.01 2.24 -1.85
O -0.55 3.28 -2.10
C 0.80 2.01 -0.65
C 1.17 0.77 -0.23
C 0.74 -0.46 -0.99
O 1.09 -1.68 -0.72
O 1.69 0.69 0.93
O -0.99 1.00 -3.79
H -0.17 -1.29 -2.73
H 0.99 2.88 -0.04
Cl 4.27 5.44 1.35
C 3.84 3.73 1.83
C 4.66 2.74 0.98
Cl 6.36 2.63 1.43
H 2.77 3.51 1.78
H 4.09 3.72 2.89
H 4.58 2.85 -0.10
H 4.27 1.74 1.19
Cl -1.39 -5.84 -2.51
C -0.08 -4.64 -2.03
C 0.70 -4.10 -3.20
Cl 1.46 -5.43 -4.06
H 0.42 -5.27 -1.29
H -0.62 -3.79 -1.61
H 1.47 -3.40 -2.86
H 0.07 -3.52 -3.87
Cl 2.34 7.01 -2.46
C 1.65 5.86 -1.34
C 0.28 6.43 -0.78
Cl 0.60 7.54 0.56
H 2.28 5.78 -0.46
H 1.52 4.89 -1.81
H -0.35 5.63 -0.39
H -0.29 6.93 -1.56
Cl 4.90 2.71 -2.69
C 3.28 1.98 -2.99
C 2.83 2.05 -4.45
Cl 2.69 3.73 -5.05
H 2.60 2.53 -2.34
H 3.28 0.96 -2.61
H 1.79 1.72 -4.44
H 3.41 1.52 -5.21
C 1.64 -4.40 -7.65
O 2.52 -3.36 -7.45
P 2.13 -2.06 -6.65
O 2.80 -0.81 -7.11
O 0.51 -2.01 -6.57
C -0.19 -1.00 -5.88
O 2.54 -2.52 -5.11
C 3.08 -1.60 -4.14
H 1.12 -4.72 -6.75
H 2.14 -5.21 -8.18
H 0.87 -4.04 -8.33
H 0.51 -0.45 -5.25
H -0.97 -1.40 -5.24
H -0.72 -0.29 -6.52
H 3.58 -0.79 -4.68
H 3.90 -2.08 -3.61
H 2.44 -1.19 -3.36
C -7.11 0.12 -1.35
O -6.05 -0.14 -2.21
P -5.37 -1.68 -2.23
O -6.30 -2.80 -2.13
O -4.11 -1.71 -1.21
C -3.49 -0.51 -0.85
O -4.54 -1.69 -3.61
C -3.44 -2.55 -3.83
H -8.02 -0.01 -1.94
H -7.01 1.14 -0.97
H -7.13 -0.59 -0.53
H -3.96 0.40 -1.22
H -2.46 -0.59 -1.18
H -3.50 -0.34 0.23
H -3.40 -2.88 -4.87
H -3.59 -3.47 -3.26
H -2.50 -2.02 -3.66
C -0.69 5.09 6.76
O -0.94 4.97 5.32
C 0.11 4.44 4.49
C -0.25 4.51 3.04
O -1.52 3.89 2.75
C -1.92 3.83 1.38
C -2.80 2.61 1.15
O -4.07 2.87 1.73
C -4.97 1.84 1.58
H -0.10 4.26 7.13
H -1.68 5.13 7.21
H -0.27 6.08 6.92
H 0.31 3.40 4.76
H 1.07 4.94 4.64
H 0.55 4.12 2.41
H -0.30 5.57 2.80
H -1.04 3.53 0.82
H -2.42 4.72 1.00
H -2.39 1.72 1.62
H -2.95 2.46 0.08
H -5.50 1.72 0.63
H -5.81 2.16 2.20
H -4.66 0.84 1.87
C -0.21 -3.31 9.04
O 0.92 -2.79 8.37
C 2.17 -2.74 9.19
C 3.31 -2.18 8.28
O 3.06 -0.98 7.52
C 4.13 -0.69 6.69
C 3.81 0.58 5.77
O 2.62 0.30 5.08
C 2.33 1.36 4.25
H -0.16 -4.35 9.38
H -1.11 -3.26 8.43
H -0.44 -2.71 9.92
H 2.40 -3.73 9.57
H 1.96 -2.13 10.07
H 3.77 -2.91 7.62
H 4.18 -2.02 8.92
H 4.41 -1.52 6.05
H 4.98 -0.49 7.35
H 4.68 0.75 5.14
H 3.62 1.51 6.30
H 2.41 2.32 4.75
H 1.33 1.28 3.83
H 3.00 1.39 3.39
C 3.35 -5.16 1.54
O 3.55 -5.69 0.25
C 3.46 -4.85 -0.80
C 4.76 -4.02 -1.05
O 5.19 -3.13 0.04
C 4.24 -2.13 0.55
C 5.01 -1.15 1.39
O 5.57 -1.78 2.53
C 6.46 -0.95 3.23
H 4.16 -4.56 1.96
H 3.49 -5.98 2.24
H 2.41 -4.63 1.69
H 2.58 -4.21 -0.71
H 3.34 -5.54 -1.64
H 4.51 -3.48 -1.96
H 5.57 -4.66 -1.38
H 3.38 -2.65 0.97
H 3.87 -1.64 -0.35
H 4.26 -0.47 1.80
H 5.70 -0.54 0.80
H 7.35 -0.76 2.61
H 6.79 -1.49 4.12
H 6.10 0.04 3.53
```

Summary:
charge: 0
E_tot: -224716.131 eV
orbital gap: 6.849 eV
HOMO energy: -0.2571 Ha

***

(10)
Here is 2 unconnected molecules or ions with the total composition C5H10O3 in a non-equilibrium geometry from OMol25. Energies are from ωB97M-V/def2-TZVPD.

```
18
Properties=species:S:1:pos:R:3
O 1.29 -0.69 1.36
C 1.63 -0.03 0.40
C 2.00 -0.67 -0.92
C 1.70 1.48 0.45
H 1.92 -1.77 -0.85
H 3.04 -0.41 -1.19
H 1.33 -0.32 -1.72
H 2.73 1.82 0.24
H 1.03 1.92 -0.30
H 1.41 1.85 1.45
O -1.32 0.50 -1.08
O -3.07 -0.43 0.02
C -2.50 0.27 -0.97
C -2.15 -0.93 1.00
H -3.29 0.61 -1.67
H -2.74 -1.48 1.75
H -1.61 -0.11 1.50
H -1.41 -1.61 0.55
```

Summary:
charge: 0
E_tot: -11489.425 eV
orbital gap: 10.417 eV
energy relative to the best compared isomer or geometry (same formula, charge and spin): 73.5 kJ/mol
HOMO energy: -0.3503 Ha